Below is C24H50Mg2O14S7 as an isolated structure, with properties calculated with wB97M-V/def2-TZVPD.

Geometry (Å):
Mg 0.7752 -3.8859 -1.8370
Mg -3.5875 1.7689 -0.8515
C -1.2988 -1.4798 -0.4550
C -0.0457 -1.5279 0.0553
C 0.4600 -0.3514 0.9459
O 1.5682 -0.1549 1.5306
C -0.3517 0.7452 1.2081
C -1.5972 0.9133 0.4010
C -2.0666 -0.2723 -0.4475
O -3.1460 -0.1350 -0.9627
O -2.3565 1.9230 0.5820
O 0.5655 -2.6826 -0.0784
H -1.7315 -2.2598 -1.0638
H 0.0437 1.5863 1.7581
C 5.1880 0.7826 3.7695
C 5.0485 -0.6848 3.7653
C 4.4825 -1.5337 2.6268
O 5.6618 -2.2535 2.1723
C 6.7769 -2.0054 2.8766
O 7.8844 -2.4972 2.7368
O 6.3982 -1.2677 3.9223
H 5.8496 1.1547 2.9872
H 5.5142 1.2313 4.7078
H 4.1664 1.1541 3.6902
H 4.5525 -0.9760 4.6911
H 4.0197 -0.9345 1.8427
H 3.7761 -2.1660 3.1647
C 2.2773 -7.1513 1.2662
S 2.6027 -5.7906 0.0012
O 1.2936 -5.1523 -0.3474
C 3.5698 -4.6528 1.1326
H 1.8778 -8.0418 0.7810
H 1.6569 -6.7645 2.0747
H 3.2326 -7.4444 1.7016
H 4.3938 -5.2498 1.5235
H 2.9426 -4.3370 1.9663
H 4.0378 -3.8186 0.6100
C -1.7095 2.0801 4.0866
S -2.9530 3.4867 3.7545
O -3.0407 4.4091 4.9591
C -1.8727 4.4332 2.5724
H -0.7656 2.5661 3.8399
H -2.0000 1.2838 3.4013
H -1.7229 1.8678 5.1557
H -1.4754 3.6241 1.9595
H -1.0231 4.9700 2.9944
H -2.5101 5.1275 2.0250
C -0.5514 -2.4057 -6.1022
S 0.0669 -1.8665 -4.4189
O -0.2855 -2.9942 -3.4814
C -1.1414 -0.4995 -4.1488
H 0.0974 -3.2651 -6.2712
H -0.4777 -1.5595 -6.7854
H -1.5977 -2.6907 -5.9925
H -1.0484 0.0267 -3.1988
H -2.0862 -1.0190 -3.9890
H -1.2925 0.2459 -4.9296
C 2.3015 3.9537 1.5221
S 3.4527 4.8996 2.5794
O 4.7498 4.9861 1.8049
C 2.6455 6.6315 2.5765
H 2.6337 2.9577 1.2294
H 2.3210 4.4616 0.5578
H 1.2969 4.0896 1.9225
H 2.6907 6.7834 1.4981
H 3.0879 7.3472 3.2694
H 1.6175 6.5360 2.9261
C -3.0283 -4.8518 0.2680
S -2.0607 -5.5485 -1.1386
O -0.8810 -4.6190 -1.5241
C -1.3126 -7.0341 -0.1532
H -3.7158 -4.0256 0.0865
H -2.2755 -4.4839 0.9651
H -3.5456 -5.6237 0.8379
H -0.4920 -7.4758 -0.7185
H -2.0760 -7.7731 0.0904
H -1.0166 -6.4447 0.7146
C 0.4284 2.9748 -1.4181
S -0.8673 2.8772 -2.7927
O -2.1828 2.2904 -2.1850
C -1.2424 4.6486 -2.7730
H 0.1138 3.6257 -0.6024
H 1.4609 3.0946 -1.7461
H 0.3587 1.9767 -0.9856
H -0.2972 5.1428 -2.9977
H -1.6406 5.0585 -1.8448
H -1.8573 4.9632 -3.6162
C -4.8763 3.4006 -4.3309
S -5.1516 1.5950 -3.8138
O -4.4725 1.3429 -2.5169
C -6.9759 1.8186 -3.5859
H -3.8799 3.3313 -4.7674
H -4.7937 3.9494 -3.3927
H -5.5190 3.8246 -5.1024
H -7.1976 2.7125 -3.0029
H -7.3734 0.8754 -3.2111
H -7.4729 2.1223 -4.5073

The spin multiplicity is 2. As for the total energy: -141089.2994 eV. For the orbital gap (alpha / beta), the calculation gives 3.6180 / 5.0987 eV. As for the total charge: +1.

---

Below is a 11-piece molecular cluster, C24H50N4O16 overall, with properties calculated with wB97M-V/def2-TZVPD.

Geometry (Å):
C -24.7340 12.1543 10.1182
C -25.5098 13.1165 9.3535
O -25.9653 13.9331 8.7033
N -24.4140 16.8669 10.2559
H -24.2373 15.8642 10.2063
H -25.0200 17.1246 9.5043
C -23.1557 17.5998 10.0465
H -25.2251 11.9034 11.0486
H -23.7322 12.6108 10.3118
H -24.4483 11.2052 9.5546
H -22.5410 17.5184 10.9646
H -23.3524 18.6604 9.9721
H -22.5371 17.1450 9.2805
C -15.4703 13.5916 13.9524
C -16.2068 14.5891 13.0358
O -15.6743 15.6309 12.6414
N -17.5126 14.2398 12.6965
H -17.8142 17.5601 9.9409
H -17.9564 14.8679 12.0437
C -18.1553 12.9505 12.9329
H -15.1198 14.0165 14.8972
H -14.5291 13.4448 13.4678
H -16.0084 12.6256 14.0856
H -18.2641 12.7197 13.9745
H -17.7214 12.1312 12.4183
H -19.1252 13.1666 12.4876
C -15.6030 3.2666 4.9796
C -15.8587 3.8425 3.6308
O -15.9956 5.1017 3.4664
N -16.0409 2.9619 2.6297
H -16.0581 1.9818 2.8057
H -19.7356 5.8774 0.7588
C -16.1417 3.5553 1.3067
H -16.0121 2.2469 4.9371
H -16.2518 3.7709 5.6955
H -14.5605 3.1460 5.2868
H -16.7702 4.4404 1.4575
H -16.6056 2.8117 0.6317
H -15.1612 3.8368 0.8945
C -18.9410 6.8555 6.9917
C -18.2730 7.5458 8.1862
O -17.0807 7.6557 8.2363
N -19.1725 7.9669 9.1046
H -11.4011 8.3874 7.7885
H -18.8705 8.1146 9.9956
C -20.5920 8.1037 8.8784
H -19.1580 5.8052 7.2535
H -18.3526 6.7362 6.0846
H -19.8408 7.3402 6.6697
H -20.7954 9.0138 8.3045
H -21.0269 8.4011 9.7953
H -21.1290 7.3256 8.3264
C -18.5431 8.0174 1.1527
C -18.9540 7.4552 -0.1734
O -18.6532 7.9838 -1.2634
O -19.5504 6.2386 -0.1657
H -19.3486 8.2544 1.9147
H -17.9565 8.9307 0.9837
H -17.8472 7.2766 1.5929
C -19.7370 18.1928 8.7316
C -18.3199 18.4443 8.3095
O -18.0508 18.9426 7.2097
O -17.3343 17.8565 9.0497
H -19.9398 18.5574 9.7586
H -20.0828 17.1454 8.5573
H -20.4078 18.9247 8.1986
C -14.5419 -1.7033 2.5872
C -15.3755 -0.4746 2.2621
O -15.6208 -0.1458 1.0617
O -15.7809 0.1390 3.3199
H -15.2075 -2.4845 2.9427
H -13.8047 -1.4287 3.4366
H -14.0072 -2.1469 1.7672
C -15.2220 9.5062 15.4216
C -16.2744 9.6469 14.3281
O -16.1269 8.8893 13.3567
O -17.1995 10.4552 14.5379
H -14.6098 8.6292 15.1888
H -15.7544 9.4471 16.3743
H -14.5404 10.3730 15.3847
C -10.6368 10.7797 9.7782
C -10.4811 9.6731 8.6475
O -9.4973 9.4993 7.9739
O -11.6103 9.0168 8.4650
H -11.2460 11.5873 9.4266
H -9.6815 11.1947 10.1383
H -11.2254 10.5396 10.6978
C -23.9781 7.2755 9.5459
C -23.4986 8.7480 9.0702
O -23.2625 9.6143 9.9900
O -23.3826 8.8516 7.8219
H -24.8470 7.4135 10.1665
H -23.1687 6.8653 10.1763
H -24.1119 6.4423 8.8612

The spin multiplicity is 1. As for the total energy: -64418.4781 eV. For the orbital gap, the calculation gives 2.7992 eV. As for the total charge: -2.

---

Below is a 5-piece molecular cluster, C24H50N9O5S2 overall, with properties calculated with wB97M-V/def2-TZVPD.

Geometry (Å):
C -4.3917 -4.2992 1.2485
C -4.1473 -3.4624 -0.0139
C -2.7926 -3.7809 -0.6704
C -1.6323 -2.9503 -0.0786
C -0.6093 -2.4391 -1.0952
C -0.0836 -3.4790 -2.1400
C 0.0498 -5.0403 -2.0276
N 1.2507 -5.4134 -2.8121
N -1.1107 -5.6236 -2.7082
N 0.2248 -5.5347 -0.6763
C -1.2740 -1.3891 -2.0661
N -1.2969 -0.0081 -1.6573
C -1.3114 0.2503 -0.2658
O -1.3910 1.6225 0.0131
C -0.0052 -0.2871 0.4113
S -0.4430 -0.5175 2.1267
C 1.1382 0.7405 0.1731
O 1.2894 1.5817 1.2468
C 2.6122 1.6942 1.7799
C 2.4477 1.9920 3.2436
O 2.1105 0.7813 3.9310
C 3.2176 0.0238 4.4021
C 2.7764 -0.8825 5.5511
N 0.4972 -1.5958 -0.3415
S 1.7218 -2.4074 0.7787
C 2.8574 -3.1805 -0.3072
O 2.4029 -1.2818 1.3330
O 1.0220 -3.3167 1.6077
H -4.7419 -5.2996 0.9753
H -3.4621 -4.4342 1.8150
H -5.1165 -3.8370 1.9209
H -4.9335 -3.6951 -0.7400
H -4.2063 -2.3979 0.2365
H -2.5927 -4.8456 -0.4953
H -2.8742 -3.6547 -1.7545
H -2.0681 -2.1075 0.4589
H -1.1249 -3.5418 0.6851
H 0.8861 -3.1123 -2.4899
H -0.7315 -3.3442 -3.0110
H 0.9280 -5.9436 -3.6154
H 1.8762 -6.0195 -2.2928
H -1.5136 -6.3901 -2.1841
H -1.8324 -4.9653 -2.9601
H -0.6532 -5.6016 -0.1695
H 0.6179 -6.4725 -0.7067
H -2.2941 -1.7441 -2.2558
H -0.7644 -1.4063 -3.0345
H -0.6868 0.5976 -2.1898
H -2.2034 -0.1909 0.1945
H -1.1717 2.1319 -0.7748
H 0.7670 -0.3205 2.6673
H 0.9342 1.2933 -0.7577
H 2.0675 0.1851 0.0061
H 3.1231 0.7253 1.6988
H 3.1819 2.4610 1.2497
H 1.5900 2.6537 3.3957
H 3.3615 2.4360 3.6497
H 4.0135 0.7069 4.7252
H 3.6282 -0.5857 3.5821
H 2.9097 -1.9405 5.3116
H 3.3271 -0.6711 6.4697
H 1.7135 -0.7188 5.7496
H 1.0900 -1.2320 -1.0981
H 2.6574 -4.2406 -0.2506
H 3.8106 -2.9202 0.1626
H 2.8252 -2.8000 -1.3253
C 3.5417 6.5146 1.8814
C 4.1495 5.1991 2.0037
N 4.6695 4.1818 2.1327
H 4.1380 7.2305 2.4467
H 3.5048 6.8318 0.8414
H 2.5254 6.5151 2.2657
C 0.1858 3.8337 -3.0017
C 0.1798 2.5440 -3.6800
N 0.1577 1.5292 -4.2233
H 1.2013 4.2019 -2.8654
H -0.3800 4.5556 -3.5894
H -0.2811 3.7650 -2.0187
C -4.0718 3.6047 -3.7447
C -3.1562 4.7345 -3.8241
N -2.4307 5.6228 -3.8976
H -3.5466 2.7162 -3.3957
H -4.8833 3.8287 -3.0548
H -4.4922 3.3981 -4.7274
C -1.8209 8.3759 1.0657
C -0.6160 7.5645 1.1697
N 0.3442 6.9411 1.2612
H -1.7087 9.2797 1.6617
H -1.9951 8.6579 0.0268
H -2.6813 7.8193 1.4315

The spin multiplicity is 1. As for the total energy: -71007.7324 eV. For the orbital gap, the calculation gives 9.4020 eV. As for the total charge: +1. Its energy above the lowest of the compared OMol25 structures with the same formula, charge and spin is 0.0 kcal per mole.

---

Below is C24H50NO8Pb2S3 as an isolated structure, with properties calculated with wB97M-V/def2-TZVPD.

Geometry (Å):
Pb 0.9332 -13.7155 12.9469
Pb 2.6806 -10.8262 10.9747
C 2.5935 -10.9549 15.8800
C 2.9964 -10.8495 14.3981
C 4.4770 -11.1155 14.2897
O 2.2290 -11.6409 13.4879
H 3.1676 -10.2729 16.5072
H 2.6716 -11.9886 16.2171
H 1.5328 -10.7065 15.9154
H 2.8889 -9.8015 14.1182
H 4.9611 -10.3219 14.8589
H 4.8820 -11.0913 13.2780
H 4.5772 -12.0669 14.8121
C -1.3003 -6.3768 12.3128
C -1.5171 -7.5712 13.2463
C -0.2333 -8.1702 13.7831
S 1.0869 -7.6129 12.6003
O 1.6165 -8.8682 12.0117
O 1.8845 -6.5569 13.2459
C -0.0274 -6.8125 11.4072
H -1.1204 -5.5261 12.9702
H -2.1832 -6.2332 11.6899
H -2.0861 -8.3789 12.7860
H -2.1444 -7.2733 14.0865
H -0.3614 -9.2287 13.5571
H 0.1106 -8.0979 14.8149
H -0.2008 -7.6293 10.7066
H 0.3454 -6.1043 10.6672
C 8.6568 -10.8484 12.5032
C 7.7301 -9.9211 13.3939
C 6.8373 -9.2051 12.4425
S 6.5310 -10.3042 10.9064
O 7.1525 -9.7313 9.7098
O 5.1143 -10.5726 11.0052
C 7.6223 -11.6058 11.6881
H 9.2003 -11.5801 13.1009
H 9.2737 -10.2063 11.8745
H 8.4019 -9.2373 13.9127
H 7.3016 -10.5385 14.1834
H 7.2282 -8.3313 11.9211
H 5.8461 -8.9559 12.8213
H 7.9505 -12.4009 11.0186
H 7.0639 -12.2644 12.3533
C 3.3974 -17.2360 16.9086
C 2.1226 -17.6226 16.2700
C 1.0367 -16.6412 16.6834
S 1.8061 -14.9777 16.5865
O 1.5704 -14.2003 17.8112
O 1.5014 -14.4150 15.2520
C 3.4784 -15.6494 16.6342
H 4.2164 -17.8141 16.4807
H 3.3764 -17.3423 17.9932
H 1.8192 -18.6342 16.5397
H 2.2316 -17.6827 15.1871
H 0.9037 -16.8684 17.7412
H 0.1092 -16.7735 16.1263
H 4.0941 -15.1003 17.3466
H 3.8411 -15.5973 15.6076
C 7.3026 -4.1739 16.8604
C 6.1396 -5.0210 16.5606
C 6.7144 -6.4158 16.1248
C 5.8515 -7.6490 16.2357
C 5.2608 -7.8157 17.6010
C 4.5218 -6.5116 17.9433
N 5.3175 -5.2630 17.7100
O 4.8650 -4.1885 18.4102
C 3.1845 -6.4176 17.0444
C 4.2244 -6.4780 19.4414
C 5.3323 -4.4568 15.4348
H 7.7997 -4.5171 17.7677
H 7.0739 -3.1374 17.1082
H 7.9742 -4.0693 16.0082
H 7.0465 -6.3691 15.0876
H 7.5239 -6.7659 16.7652
H 6.4335 -8.5069 15.8990
H 5.2039 -7.6550 15.3589
H 6.0187 -8.0475 18.3493
H 4.5265 -8.6161 17.6913
H 2.7052 -5.4409 17.1102
H 3.2598 -6.5118 15.9611
H 2.4693 -7.1247 17.4646
H 3.6789 -7.3593 19.7788
H 5.0857 -6.3720 20.1008
H 3.5492 -5.6450 19.6374
H 4.4887 -5.0666 15.1115
H 5.9299 -4.3445 14.5301
H 4.9207 -3.5411 15.8593
H 4.0831 -4.0017 17.8855

The spin multiplicity is 2. As for the total energy: -86549.5528 eV. For the orbital gap (alpha / beta), the calculation gives 3.6448 / 3.6346 eV. As for the total charge: +2.

---

Below is a 8-piece molecular cluster, C24H51BrFN2O10P2 overall, with properties calculated with wB97M-V/def2-TZVPD.

Geometry (Å):
C 0.6722 -3.0320 -0.5630
C -0.5504 -3.3904 -1.3652
O -0.6549 -4.4122 -1.9168
O -1.5428 -2.4222 -1.3975
C -2.7836 -2.9604 -1.6273
N -3.3640 -3.5830 -0.3637
F -2.5554 -3.3112 0.7585
P -3.4878 -5.4262 -0.4687
N -3.9662 -5.9081 -1.8613
P -5.0337 -2.7975 0.0050
O -4.7340 -1.2283 0.1788
Br -5.4511 -3.5025 2.0725
H 1.5379 -3.0301 -1.1994
H 0.5483 -2.0192 -0.2054
H 0.7431 -3.7180 0.2708
H -3.4412 -2.1405 -1.9023
H -2.8122 -3.6663 -2.4526
H -2.1849 -5.8631 -0.1520
H -4.4044 -5.8057 0.5253
H -3.2252 -6.4785 -2.2622
H -4.3191 -1.1070 1.0538
C 4.3013 0.4564 -0.5263
C 3.5666 -0.6526 0.1767
O 2.9162 -1.4725 -0.4391
C 3.6718 -0.7051 1.6786
H 4.1385 0.3727 -1.5989
H 3.9298 1.4244 -0.1866
H 5.3713 0.3776 -0.3228
H 3.2717 0.2119 2.1132
H 4.7158 -0.8303 1.9704
H 3.0975 -1.5517 2.0517
C -6.3781 0.2053 -1.9679
C -7.6924 0.9144 -1.7333
O -8.6061 0.3577 -1.1726
C -7.8041 2.3321 -2.2293
H -6.4435 -0.8016 -1.5646
H -6.1724 0.1441 -3.0380
H -5.5713 0.7398 -1.4652
H -7.6564 2.3619 -3.3097
H -7.0584 2.9613 -1.7405
H -8.7949 2.7167 -1.9987
C -1.6907 -3.8998 3.6583
C -0.9583 -4.6786 4.7306
O 0.2425 -4.7802 4.7121
C -1.7952 -5.3150 5.8124
H -0.9661 -3.4993 2.9504
H -2.3819 -4.5567 3.1250
H -2.2409 -3.0710 4.1077
H -2.4919 -6.0323 5.3745
H -2.3511 -4.5488 6.3556
H -1.1451 -5.8378 6.5094
C -7.3801 6.6326 -3.1807
C -5.9274 6.2252 -3.1043
O -5.5204 5.2458 -3.6892
C -5.0164 7.0914 -2.2728
H -7.9219 5.9280 -3.8089
H -7.8222 6.6287 -2.1829
H -7.4655 7.6295 -3.6148
H -5.3555 7.1076 -1.2377
H -5.0073 8.1067 -2.6742
H -4.0092 6.6938 -2.3027
C 8.5445 -2.3532 1.2635
C 7.8512 -1.2773 2.0586
O 7.5526 -0.2157 1.5571
C 7.5443 -1.5761 3.5052
H 8.7039 -2.0069 0.2472
H 9.5130 -2.5826 1.7096
H 7.9275 -3.2531 1.2355
H 8.4684 -1.7724 4.0501
H 6.8845 -2.4426 3.5762
H 7.0480 -0.7179 3.9540
C 11.0979 1.1253 -3.1861
C 10.5543 -0.0050 -2.3468
O 11.2791 -0.8477 -1.8739
C 9.0619 -0.0391 -2.1214
H 12.1781 1.0277 -3.2662
H 10.6650 1.0894 -4.1870
H 10.8636 2.0834 -2.7193
H 8.5419 -0.1276 -3.0769
H 8.7412 0.8677 -1.6063
H 8.8153 -0.8987 -1.5062
C -3.0187 5.7894 2.0115
C -2.3688 6.1723 0.7035
O -3.0022 6.6835 -0.1896
C -0.8932 5.8894 0.5609
H -4.0750 6.0473 1.9794
H -2.9220 4.7149 2.1762
H -2.5488 6.3299 2.8344
H -0.7062 4.8191 0.6638
H -0.3332 6.4342 1.3224
H -0.5571 6.2126 -0.4217

The spin multiplicity is 1. As for the total energy: -140498.0122 eV. For the orbital gap, the calculation gives 6.3939 eV. As for the total charge: +1.